Molecular formula: C5H26NO11
Method: DFT, ωB97M-V with the def2-TZVPD basis set

XYZ file:
```
43
Properties=species:S:1:pos:R:3:forces:R:3:nbo_charge:R:1
N -1.645 1.445 -0.436 0.413 0.677 -0.191 -0.62
C -1.627 2.740 0.323 0.596 -1.746 -0.573 -0.23
C -0.317 3.455 -0.017 -0.355 0.225 0.698 -0.42
C 0.637 2.397 -0.602 -1.128 0.108 -1.302 -0.43
C -0.262 1.168 -0.943 -0.263 0.223 0.885 -0.17
C 0.205 -0.132 -0.216 -0.848 -0.182 -1.097 0.80
O 0.056 -1.205 -0.878 0.012 0.453 0.717 -0.82
O 0.624 -0.030 0.955 0.339 0.191 -0.220 -0.81
H -2.209 1.559 -1.268 -0.200 -0.009 0.147 0.35
H -2.530 3.264 0.020 -0.065 0.328 0.596 0.19
H -1.570 2.434 1.370 -0.539 0.458 0.130 0.19
H 0.004 3.934 0.909 0.476 0.028 -0.184 0.22
H -0.507 4.243 -0.750 0.121 -0.041 -0.024 0.19
H 1.493 2.043 -0.053 0.078 0.564 0.543 0.23
H 0.962 2.864 -1.538 0.474 -0.489 0.058 0.21
H -0.398 1.048 -2.017 0.497 -0.444 0.011 0.19
H -2.460 -0.174 1.488 0.782 -0.817 -0.212 0.50
H -3.798 0.189 1.505 -0.793 -0.534 -0.137 0.46
O -3.308 -0.645 1.421 -0.219 1.433 0.482 -0.96
H 0.405 1.638 2.761 0.112 -0.038 0.195 0.49
H 1.800 1.387 2.318 -0.106 0.079 0.009 0.48
O 1.300 1.988 2.884 0.002 0.069 -0.057 -0.97
H -3.197 -1.776 -0.193 1.207 0.334 0.721 0.51
H -1.569 -2.167 -0.460 -0.593 0.844 0.590 0.52
O -2.510 -2.232 -0.691 -0.594 -1.146 -1.409 -1.03
H 2.108 -0.085 -2.027 -0.110 -0.064 -0.304 0.50
H 0.980 -0.246 -3.118 -0.426 0.074 0.328 0.47
O 1.881 -0.461 -2.893 0.982 0.010 -0.545 -0.98
H -0.771 -2.082 -3.064 0.252 -0.038 0.111 0.47
H -2.102 -1.650 -2.535 0.047 -0.471 -0.143 0.50
O -1.673 -1.949 -3.362 -0.212 0.452 -0.051 -0.98
H 2.497 0.296 0.095 0.298 -0.246 0.087 0.49
H 3.973 -0.126 0.029 -0.100 -0.305 -0.105 0.48
O 3.305 0.373 -0.446 -0.259 0.776 0.187 -0.97
H 1.285 -3.028 1.066 -0.233 -0.060 0.016 0.48
H 2.284 -2.287 1.850 -0.088 0.126 0.161 0.47
O 1.459 -2.769 1.979 0.264 -0.231 -0.029 -0.95
H 2.644 -2.196 -1.753 -0.135 0.079 0.161 0.48
H 1.555 -1.936 -0.707 0.370 -0.227 -0.321 0.50
O 2.472 -2.301 -0.809 -0.092 -0.475 0.257 -1.03
H -0.438 -0.569 2.707 0.180 0.247 -0.181 0.51
H -1.546 -0.520 3.756 -0.036 0.071 0.022 0.47
O -0.992 0.050 3.213 -0.105 -0.286 -0.023 -0.98
```
Positions in Å, forces in eV/Å.

## Properties
highest occupied orbital energy = -0.2220 Ha
charge = -1
strongest force on any atom = 0.0376 Eh/bohr
frontier orbital gap = 8.91 eV
calculated total energy = -1088.6143 hartree